8 unconnected molecules or ions with the total composition C52H100N4O12 in a non-equilibrium geometry, computed with ωB97M-V/def2-TZVPD.

XYZ file:
```
168
Properties=species:S:1:pos:R:3:mulliken_charge:R:1
C -2.37552 3.73999 2.77727 -2.067
C -3.48835 3.91170 1.71143 1.797
C -4.11363 5.32972 1.89396 -1.070
C -4.86896 5.80387 0.68307 -0.862
C -4.07098 5.66142 -0.59474 -1.355
C -3.45680 4.25149 -0.87399 1.867
N -2.72879 3.90904 0.33631 0.088
O -2.20196 2.60639 0.19151 0.245
C -4.40285 3.20524 -1.44600 -1.833
C -2.39228 4.52967 -1.99756 -1.838
C -4.51036 2.75703 1.64233 -1.627
H -2.12603 2.68253 2.88721 0.366
H -2.66754 4.17185 3.76361 0.387
H -1.41398 4.25561 2.44598 0.277
H -4.70319 5.11057 2.80857 0.471
H -3.39319 6.09720 2.19383 0.346
H -5.29192 6.78990 0.82242 0.461
H -5.75495 5.10265 0.58785 0.270
H -3.22569 6.36219 -0.56633 0.436
H -4.75564 5.94249 -1.36930 0.424
H -5.34726 3.17626 -0.95604 0.494
H -4.51533 3.41551 -2.50987 0.578
H -3.91999 2.19038 -1.42427 0.034
H -1.59971 5.15255 -1.57498 0.423
H -1.89985 3.58703 -2.27575 0.058
H -2.84830 4.97209 -2.92140 0.476
H -4.14480 1.77457 1.32527 0.064
H -5.26846 3.10897 0.97456 0.456
H -5.03963 2.66728 2.60000 0.486
H -1.26379 2.77254 0.00736 0.033
C -2.52543 -6.11690 2.26149 -1.870
C -1.32318 -5.34528 2.86666 1.825
C -1.19400 -5.87475 4.29914 -1.311
C 0.04712 -5.43588 4.95974 -0.646
C 1.24319 -5.68087 4.06440 -1.346
C 1.12320 -5.00017 2.70042 2.262
N -0.12322 -5.56729 2.12318 -0.064
O -0.27310 -5.04190 0.72704 -0.171
C 1.18506 -3.43060 2.81675 -1.461
C 2.25503 -5.45582 1.77006 -2.198
C -1.81436 -3.85254 2.91283 -1.587
H -2.95740 -5.72228 1.35450 0.151
H -3.34749 -6.04578 2.94975 0.491
H -2.31123 -7.17673 2.05415 0.437
H -2.07878 -5.50405 4.83107 0.369
H -1.18370 -6.96701 4.28576 0.413
H 0.22234 -5.99108 5.84205 0.483
H -0.05669 -4.42559 5.38326 0.298
H 1.25856 -6.78837 3.98993 0.288
H 2.11134 -5.27950 4.55581 0.489
H 0.47987 -3.03742 3.55411 0.250
H 2.17295 -3.11289 3.09004 0.676
H 1.01518 -2.97180 1.85209 -0.211
H 2.18017 -4.87552 0.82854 0.324
H 3.24429 -5.33742 2.18735 0.451
H 2.07238 -6.51118 1.49408 0.455
H -1.31669 -3.38802 3.77732 0.355
H -2.90516 -3.83994 3.03430 0.514
H -1.71443 -3.46854 1.91678 0.115
H 0.19187 -5.77520 0.23292 0.275
C -2.23701 -3.97442 -1.89520 -0.905
C -3.34212 -3.61350 -3.01050 1.636
C -4.63971 -4.37818 -2.69736 -1.415
C -5.44251 -3.77891 -1.59942 -0.318
C -5.61309 -2.25320 -1.82291 -1.668
C -4.35844 -1.46207 -2.09611 2.320
N -3.62549 -2.18776 -3.16383 -0.443
O -2.41661 -1.47824 -3.22755 0.345
C -4.74554 -0.16354 -2.77648 -1.944
C -3.52723 -1.19719 -0.82346 -0.289
C -2.84649 -4.10327 -4.38452 -2.019
H -2.15498 -5.06806 -1.80652 0.583
H -2.50365 -3.55089 -0.90704 -0.203
H -1.30284 -3.54960 -2.30092 0.103
H -5.32354 -4.37377 -3.54709 0.413
H -4.42335 -5.46036 -2.69980 0.459
H -4.85662 -3.95059 -0.69015 -0.075
H -6.39930 -4.24493 -1.45816 0.567
H -6.04216 -1.78752 -0.93738 0.418
H -6.31967 -2.08104 -2.62324 0.429
H -5.21334 -0.35081 -3.74330 0.538
H -5.41383 0.47645 -2.20332 0.438
H -3.84076 0.39377 -3.05846 0.176
H -2.44548 -1.38287 -1.07258 -0.421
H -3.59331 -0.19310 -0.40011 -0.372
H -3.85733 -1.96853 -0.10804 0.343
H -1.94504 -3.60497 -4.72720 0.307
H -3.67363 -3.84582 -5.09310 0.480
H -2.67472 -5.20196 -4.40963 0.349
H -2.35909 -1.24498 -4.16864 0.180
C 3.57889 0.83065 5.93177 -2.227
C 2.83925 1.23436 4.62437 1.853
C 1.54005 1.99283 4.96153 -1.703
C 1.02569 2.82768 3.85643 0.735
C 2.03622 3.89741 3.40399 -1.334
C 3.32240 3.20863 2.87880 1.851
N 3.68777 2.31874 3.94626 0.189
O 4.97934 1.75985 3.70468 -0.489
C 3.13954 2.46153 1.47488 -1.130
C 4.37010 4.27629 2.72467 -2.332
C 2.62864 -0.04244 3.85950 -1.439
H 2.83746 0.32544 6.58258 0.436
H 3.95314 1.72503 6.47806 0.494
H 4.32814 0.05749 5.81815 0.405
H 0.83355 1.24613 5.30347 0.446
H 1.75959 2.59372 5.82855 0.345
H 0.10500 3.28560 4.24002 0.225
H 0.64917 2.25322 2.99966 -0.274
H 2.29262 4.48800 4.31074 0.392
H 1.53412 4.65177 2.76171 0.360
H 2.36432 1.69609 1.40441 -0.254
H 2.76301 3.11751 0.67192 0.456
H 4.09777 1.98598 1.16608 0.414
H 4.00187 4.92273 1.95201 0.464
H 4.62578 4.88637 3.63785 0.394
H 5.34323 3.84772 2.51627 0.437
H 3.66946 -0.35905 3.60067 0.451
H 2.01070 0.09238 2.98211 -0.044
H 2.22019 -0.78832 4.54150 0.508
H 5.40653 1.93214 4.50565 0.363
O 4.24735 -1.49383 -2.19661 -0.465
C 5.44619 -1.46898 -2.39666 0.365
O 6.35226 -1.75195 -1.44046 -0.351
C 7.69753 -1.64815 -1.93322 -0.415
C 7.66312 -1.46002 -3.45951 -0.478
C 6.18096 -1.11638 -3.67081 -0.191
H 8.22170 -2.61145 -1.65282 0.253
H 8.21655 -0.85618 -1.39579 0.272
H 8.00869 -2.40487 -3.89385 0.246
H 8.34619 -0.65060 -3.74229 0.301
H 5.72461 -1.45062 -4.58398 0.453
H 6.03073 -0.04589 -3.74319 0.039
O 3.47717 5.23771 -3.46098 -0.647
C 3.99261 4.29135 -2.85511 0.284
O 5.16385 4.41165 -2.12733 -0.406
C 5.47777 3.11477 -1.48416 -0.487
C 4.51010 2.10334 -2.11746 0.783
C 3.44070 2.92277 -2.78203 0.650
H 5.33662 3.37436 -0.45784 0.064
H 6.51232 2.90753 -1.74258 0.348
H 4.12945 1.27143 -1.47033 0.427
H 5.13321 1.56758 -2.79078 -0.723
H 2.49705 2.94594 -2.21473 -0.724
H 3.17386 2.64108 -3.80313 0.347
O -0.12596 -0.12128 -5.79122 -0.667
C -0.12639 1.08943 -5.54648 0.263
O 0.56277 1.90755 -6.34358 -0.420
C 0.21766 3.24940 -5.99717 -0.796
C -0.36709 3.26356 -4.59181 0.229
C -0.87800 1.83450 -4.50072 1.153
H -0.39021 3.55162 -6.82856 0.326
H 1.13823 3.77980 -6.18413 0.363
H -1.13417 4.05674 -4.52887 0.155
H 0.39155 3.47607 -3.80010 0.060
H -1.88574 1.66669 -4.75219 0.367
H -0.69057 1.26026 -3.58972 -0.933
O 0.54365 1.88959 -1.35628 -0.374
C 0.66087 0.73303 -1.37772 0.381
O 1.14821 0.10780 -2.50404 -0.123
C 1.13771 -1.33019 -2.32410 -0.377
C 1.06781 -1.48842 -0.79531 0.315
C 0.31302 -0.25923 -0.38261 1.325
H 2.07900 -1.73214 -2.80924 0.174
H 0.21744 -1.68720 -2.79428 -0.081
H 2.12434 -1.52721 -0.36307 0.369
H 0.53776 -2.41276 -0.55130 -0.356
H 0.54828 0.06575 0.60921 -0.289
H -0.76535 -0.36692 -0.55519 -0.948
```

The max |F| comes out at 4.16 eV Å⁻¹. For the electronic energy, the calculation gives -3163.0506 Ha. As for the net charge: 0. As for the structure (SMILES): CC1(C)CCCC(C)(C)N1O.CC1(C)CCCC(C)(C)N1O.CC1(C)CCCC(C)(C)N1O.CC1(C)CCCC(C)(C)N1O.O=C1CCCO1.O=C1CCCO1.O=C1CCCO1.O=C1CCCO1. For the molar mass, the calculation gives 973.39 g/mol.